one) DFT (wB97M-V/def2-TZVPD) results for a cluster of 4 separate species, C2H14N2O3 in total.

Last column: Mulliken charge in e.
CARTESIAN COORDINATES (ANGSTROEM)
1 C -4.40047 0.91015 0.27707  -0.77
2 N -3.30606 0.27240 0.86326  -0.28
3 C -1.94861 0.69751 0.73095  -0.58
4 N -1.06058 0.44237 1.95167  -0.68
5 H -3.91502 1.33681 -0.57705  0.29
6 H -5.03316 0.06832 0.33239  0.33
7 H -4.72146 1.72369 0.84449  0.23
8 H -3.40793 -0.73244 0.87659  0.22
9 H -1.88931 1.66380 0.33779  0.38
10 H -1.44522 0.20053 -0.02360  0.35
11 H -1.21424 -0.54997 2.30634  0.25
12 H -0.15381 0.49083 1.52393  0.27
13 O 3.04373 -1.60681 -2.24979  -0.62
14 H 2.90837 -1.38144 -3.16576  0.30
15 H 3.79703 -2.12574 -2.17982  0.32
16 O 5.09483 0.47604 -0.62940  -0.61
17 H 5.31221 1.34150 -0.97210  0.30
18 H 4.42068 0.24438 -1.35729  0.32
19 O 2.65292 -0.82975 0.61702  -0.61
20 H 1.91850 -1.43835 0.42742  0.31
21 H 3.34759 -1.20384 0.06588  0.28

Calculated values
SMILES: CNCN.O.O.O
HOMO level in eV: -8.0
E_LUMO in eV: 0.31
HOMO-LUMO gap in Ha: 0.3058



two) DFT (wB97M-V/def2-TZVPD) results for a cluster of 4 separate species, C2H14N2O3 in total.

Last column: Mulliken charge in e.
CARTESIAN COORDINATES (ANGSTROEM)
1 N -0.94610 -0.24197 -2.50786  -0.67
2 C -0.61634 0.52943 -1.29197  -0.35
3 C 0.69631 1.34520 -1.48806  -0.37
4 N 1.86229 0.37364 -1.22399  -0.68
5 H -1.94526 -0.42255 -2.65698  0.26
6 H -0.81286 0.46445 -3.29074  0.26
7 H -1.40565 1.38445 -0.99046  0.27
8 H -0.53077 -0.22992 -0.41558  0.18
9 H 0.87937 2.27606 -0.82103  0.32
10 H 0.80376 1.73353 -2.54700  0.34
11 H 2.70757 0.74891 -1.62525  0.20
12 H 1.62533 -0.48943 -1.73785  0.25
13 O 2.00497 0.84368 1.64802  -0.80
14 H 2.02497 0.88901 0.65227  0.44
15 H 2.64480 0.09921 1.92449  0.32
16 O -2.28176 -2.77704 2.09676  -0.65
17 H -2.21759 -1.81197 2.12233  0.33
18 H -1.94155 -3.12339 2.95202  0.31
19 O -0.68952 0.12311 2.00592  -0.67
20 H -1.23760 0.33569 1.25301  0.31
21 H 0.24280 0.45847 1.97830  0.38

Calculated values
SMILES: NCCN.O.O.O
HOMO level in eV: -9.9
E_LUMO in eV: 0.73
HOMO-LUMO gap in Ha: 0.3908



three) DFT (wB97M-V/def2-TZVPD) results for a cluster of 4 separate species, C2H14N2O3 in total.

Last column: Mulliken charge in e.
CARTESIAN COORDINATES (ANGSTROEM)
1 N 0.81883 -2.04908 -0.97283  -0.72
2 C 0.21930 -0.69677 -0.87843  0.02
3 C 1.21180 0.38389 -1.26834  -0.69
4 N 0.83469 1.69265 -0.70315  -0.50
5 H 0.37635 -2.58154 -1.71251  0.26
6 H 0.56837 -2.54324 -0.12697  0.25
7 H -0.08644 -0.57424 0.15623  -0.05
8 H -0.68579 -0.63496 -1.47684  0.35
9 H 2.23288 0.11750 -0.98803  0.33
10 H 1.29731 0.39891 -2.35932  0.36
11 H 1.54608 1.97706 -0.03393  0.24
12 H 0.69489 2.40753 -1.41362  0.22
13 O 0.81645 0.19458 2.62307  -0.65
14 H 1.63565 -0.27371 2.82939  0.29
15 H 0.89694 0.32570 1.67060  0.28
16 O -2.75838 -1.05220 0.07520  -0.65
17 H -2.23521 -0.30099 0.41631  0.39
18 H -3.51487 -1.04287 0.66999  0.30
19 O -1.68280 1.41229 1.06864  -0.74
20 H -0.91834 1.64335 0.49909  0.36
21 H -1.26771 1.19614 1.92543  0.36

Calculated values
SMILES: NCCN.O.O.O
HOMO level in eV: -9.5
E_LUMO in eV: 0.55
HOMO-LUMO gap in Ha: 0.3705



If we sort the structures by their calculated energies, the order from most to least stable is three), two), one).



one) DFT (wB97M-V/def2-TZVPD) results for a cluster of 2 separate species, C4H12 in total.

Last column: Mulliken spin population.
CARTESIAN COORDINATES (ANGSTROEM)
1 C 1.00214 1.14603 -1.82180  0.19
2 C 1.71459 1.79525 -0.58166  0.20
3 H 1.95040 0.97245 -2.48211  0.15
4 H 0.36256 0.33455 -1.71728  0.02
5 H 0.35242 1.90436 -2.24521  0.13
6 H 1.43242 1.50342 0.40297  0.00
7 H 1.50858 2.90001 -0.60224  0.21
8 H 2.81851 1.73559 -0.72746  0.11
9 C -1.81212 -0.87843 1.09511  0.00
10 C -0.94000 -2.12473 1.30203  0.00
11 H -2.87168 -1.06713 1.32616  0.00
12 H -1.46019 -0.10824 1.82597  0.00
13 H -1.74345 -0.49273 0.11677  0.00
14 H 0.07477 -1.82187 1.03206  0.00
15 H -1.25324 -3.09180 0.76209  0.00
16 H -0.95873 -2.39732 2.34611  0.00

Calculated values
HOMO level (spin up / spin down) in eV: -14.6 / -14.6
Total charge: +1
E_LUMO (spin up / spin down) in eV: -3.73 / -12.30
HOMO-LUMO gap (spin up / spin down) in Ha: 0.3987 / 0.0838
Spin multiplicity: 2



two) DFT (wB97M-V/def2-TZVPD) results for a cluster of 2 separate species, C4H12 in total.

Last column: Mulliken spin population.
CARTESIAN COORDINATES (ANGSTROEM)
1 C -2.78521 0.84713 0.02277  0.00
2 C -2.05824 -0.43499 0.29394  0.00
3 H -2.03968 1.61721 -0.08077  0.00
4 H -3.38259 1.02673 -0.97743  0.00
5 H -3.55074 1.04308 0.82550  0.00
6 H -2.96210 -1.16470 0.35003  0.00
7 H -1.48121 -0.50986 1.22985  0.00
8 H -1.45848 -0.63642 -0.64772  0.00
9 C 2.26317 -0.11294 -0.85059  0.22
10 C 2.63335 -0.34565 0.61574  0.10
11 H 2.62806 -0.94682 -1.64774  0.24
12 H 1.24003 -0.13792 -0.88267  0.03
13 H 2.79226 0.76996 -1.43318  0.15
14 H 2.86273 0.60738 1.15830  0.17
15 H 3.47717 -0.84347 0.82810  0.06
16 H 1.82148 -0.77870 1.19586  0.02

Calculated values
HOMO level (spin up / spin down) in eV: -13.9 / -13.9
Total charge: +1
E_LUMO (spin up / spin down) in eV: -3.59 / -11.86
HOMO-LUMO gap (spin up / spin down) in Ha: 0.3796 / 0.0755
Spin multiplicity: 2



three) DFT (wB97M-V/def2-TZVPD) results for a cluster of 2 separate species, C4H12 in total.

Last column: Mulliken spin population.
CARTESIAN COORDINATES (ANGSTROEM)
1 C 1.76887 -1.75812 0.59716  0.00
2 C 1.85209 -1.99369 -0.92000  0.00
3 H 1.72595 -2.70549 1.13369  0.00
4 H 2.61295 -1.19059 0.98868  0.00
5 H 0.87052 -1.18092 0.83764  0.00
6 H 2.09449 -3.03257 -1.14871  0.00
7 H 2.66330 -1.41222 -1.35904  0.00
8 H 0.94112 -1.75654 -1.46033  0.00
9 C -2.32499 1.39456 0.23427  0.21
10 C -1.36152 2.44414 0.03068  0.17
11 H -3.21520 1.69380 0.80610  0.05
12 H -2.55059 0.91170 -0.74056  0.11
13 H -2.09052 0.45576 0.82976  0.17
14 H -0.73437 2.30696 -0.85142  0.00
15 H -0.61737 2.31803 0.91368  0.23
16 H -1.63473 3.50520 0.10840  0.05

Calculated values
HOMO level (spin up / spin down) in eV: -14.5 / -14.5
Total charge: +1
E_LUMO (spin up / spin down) in eV: -3.68 / -11.47
HOMO-LUMO gap (spin up / spin down) in Ha: 0.3982 / 0.1120
Spin multiplicity: 2



If we sort the structures by their calculated energies, the order from most to least stable is three), one), two).



one) DFT (wB97M-V/def2-TZVPD) results for a cluster of 10 separate species, C20H60O10S10 in total.

Last column: Mulliken charge in e.
CARTESIAN COORDINATES (ANGSTROEM)
1 C 4.80912 -0.38023 -1.44027  -0.70
2 S 3.91188 -1.30788 -0.18483  0.52
3 O 3.06739 -0.30701 0.52058  -0.49
4 C 5.36622 -1.67585 0.80355  -0.98
5 H 4.06474 0.05546 -2.10206  -0.39
6 H 5.48235 -0.99570 -2.03486  0.48
7 H 5.31837 0.44110 -0.93551  0.49
8 H 5.84790 -2.54813 0.35851  0.41
9 H 5.07749 -1.89699 1.82536  0.25
10 H 6.06515 -0.84062 0.76929  0.36
11 C 1.25724 1.80855 2.10516  0.83
12 S 2.03040 2.85574 3.31938  0.47
13 O 1.24783 4.10530 3.39662  -0.65
14 C 1.54843 1.86727 4.73358  -0.26
15 H 1.67537 0.79948 2.08633  -0.22
16 H 1.51224 2.21386 1.12319  -0.45
17 H 0.17208 1.74811 2.20054  -0.15
18 H 2.01812 0.88564 4.62846  -0.06
19 H 0.46906 1.71351 4.73442  -0.03
20 H 1.86232 2.35322 5.65291  0.44
21 C -5.47987 -0.70424 -0.33220  -0.48
22 S -6.22735 0.16225 1.05410  0.36
23 O -6.33501 -0.78602 2.17604  -0.56
24 C -4.79282 1.20542 1.36036  -0.14
25 H -6.29066 -1.19474 -0.87445  0.42
26 H -4.79331 -1.47580 0.01463  -0.08
27 H -4.99882 -0.00001 -1.00935  0.24
28 H -4.79858 1.94047 0.54488  0.44
29 H -3.88179 0.62135 1.21955  -0.58
30 H -4.84394 1.72725 2.31070  0.40
31 C 2.70349 2.23047 -1.91913  -0.81
32 S 1.69400 3.70639 -1.82683  0.82
33 O 2.25354 4.54442 -0.74674  -0.75
34 C 2.17730 4.37020 -3.42151  -0.83
35 H 2.85950 1.92562 -0.88018  0.18
36 H 3.68228 2.42000 -2.35878  0.82
37 H 2.13139 1.44727 -2.41838  -0.17
38 H 3.07300 4.98713 -3.38176  0.37
39 H 1.34841 4.95315 -3.82349  0.21
40 H 2.30229 3.54305 -4.12244  0.21
41 C -2.65890 -1.85474 5.25937  -1.14
42 S -3.29029 -0.76969 3.96559  0.84
43 O -4.27539 0.10697 4.63746  -0.69
44 C -1.76859 0.17391 3.84016  -0.79
45 H -2.56152 -1.23734 6.15664  0.41
46 H -1.64185 -2.20830 5.07618  0.25
47 H -3.31781 -2.69936 5.43430  0.35
48 H -1.50082 0.51862 4.83926  0.59
49 H -1.89554 0.98967 3.13210  0.27
50 H -0.98034 -0.46529 3.43667  -0.13
51 C -1.17620 5.01362 -5.20332  -1.13
52 S -0.35032 3.66607 -6.05708  0.62
53 O -0.62972 3.86206 -7.49868  -0.68
54 C -1.47707 2.41351 -5.45465  -0.48
55 H -2.13651 5.09462 -5.71826  0.41
56 H -0.63964 5.95068 -5.32557  0.37
57 H -1.33175 4.79375 -4.14834  0.32
58 H -1.21575 1.41483 -5.78964  0.15
59 H -2.47777 2.66823 -5.80847  0.46
60 H -1.43891 2.43999 -4.36490  -0.08
61 C -3.69251 -5.77856 2.40602  -1.10
62 S -2.43422 -4.57847 2.86162  0.67
63 O -1.13780 -5.21361 2.50692  -0.68
64 C -2.80749 -3.47936 1.49685  -0.68
65 H -3.54599 -6.07917 1.37036  0.33
66 H -4.68927 -5.34059 2.49486  0.37
67 H -3.62746 -6.61362 3.10013  0.36
68 H -3.83880 -3.13625 1.60721  0.35
69 H -2.62062 -3.98075 0.54807  0.65
70 H -2.17758 -2.59084 1.55177  -0.35
71 C 0.38420 -0.54123 -0.59747  0.90
72 S -1.39324 -0.26674 -0.72531  -0.07
73 O -1.87236 -0.42923 0.69002  0.06
74 C -1.29980 1.48651 -1.05747  -0.51
75 H 0.69798 -1.27231 -1.34952  0.28
76 H 0.67445 -0.93821 0.36656  -0.64
77 H 0.91606 0.36843 -0.86027  -0.30
78 H -0.59938 1.98533 -0.39175  0.09
79 H -2.31796 1.87053 -0.99082  0.46
80 H -0.98521 1.62081 -2.09529  0.02
81 C 2.94126 -2.42532 4.16152  -1.00
82 S 2.60081 -3.15927 2.56414  0.55
83 O 2.62302 -4.61154 2.81275  -0.71
84 C 0.89183 -2.63105 2.53104  -0.49
85 H 3.91518 -2.77389 4.50483  0.45
86 H 2.21813 -2.82166 4.87459  0.43
87 H 2.94041 -1.33606 4.11516  0.11
88 H 0.32013 -3.06055 1.71184  0.47
89 H 0.85281 -1.53857 2.52632  -0.46
90 H 0.39676 -2.96586 3.44623  0.44
91 C 2.59478 -1.25433 -3.95757  -0.37
92 S 0.97948 -0.76468 -4.53738  0.35
93 O 0.62354 0.51771 -3.85804  -0.44
94 C 1.40291 -0.24998 -6.20517  -0.94
95 H 3.35070 -0.52754 -4.27348  0.36
96 H 2.96451 -2.17669 -4.41119  0.58
97 H 2.60036 -1.35286 -2.87618  -0.37
98 H 0.48741 -0.29899 -6.79445  0.35
99 H 2.17857 -0.85920 -6.66257  0.41
100 H 1.66236 0.80736 -6.13906  0.23

Calculated values
HOMO level in eV: -8.5
E_LUMO in eV: -0.23
HOMO-LUMO gap in Ha: 0.3041



two) DFT (wB97M-V/def2-TZVPD) results for a cluster of 10 separate species, C20H60O10S10 in total.

Last column: Mulliken charge in e.
CARTESIAN COORDINATES (ANGSTROEM)
1 C 4.39550 1.10801 -2.54189  -1.23
2 S 3.03150 0.11101 -3.22989  0.74
3 O 3.01250 0.43401 -4.78889  -0.73
4 C 3.93450 -1.38499 -3.01589  -1.04
5 H 4.61450 0.49701 -1.63889  0.33
6 H 3.87950 1.99801 -2.35789  0.03
7 H 5.20350 0.95001 -3.11789  0.71
8 H 4.88250 -1.36399 -3.68289  0.41
9 H 3.26650 -2.17399 -3.55789  0.27
10 H 4.07650 -1.38299 -1.94689  0.38
11 C -2.93450 -5.20499 -2.23389  -0.83
12 S -2.10550 -5.47499 -0.68589  0.72
13 O -2.24750 -6.99599 -0.46389  -0.73
14 C -0.58950 -5.28099 -1.52489  -0.52
15 H -4.00050 -5.16799 -1.93089  0.38
16 H -2.94150 -6.11299 -2.80189  0.44
17 H -2.55650 -4.41499 -2.72189  0.01
18 H 0.37050 -5.75499 -0.95389  0.26
19 H -0.40050 -4.24099 -1.45889  -0.13
20 H -0.65850 -5.38999 -2.64889  0.42
21 C -5.33350 -2.24499 2.50111  -0.94
22 S -4.56950 -3.83099 2.96211  0.42
23 O -5.27850 -4.91199 2.28211  -0.59
24 C -3.23650 -3.64799 1.91311  -0.46
25 H -5.52150 -2.37299 1.47911  0.35
26 H -4.82950 -1.34499 2.66011  0.35
27 H -6.49750 -2.32199 3.02711  0.27
28 H -2.64450 -2.74199 2.14611  0.03
29 H -3.68850 -3.46599 0.85111  0.15
30 H -2.42050 -4.38799 1.69311  0.42
31 C -1.53250 0.39301 -4.65689  -1.14
32 S -2.55250 -1.05499 -4.68889  0.56
33 O -3.28550 -1.18999 -6.00389  -0.68
34 C -1.09650 -2.15599 -4.76689  -0.77
35 H -2.01650 1.18701 -4.77789  0.66
36 H -0.71350 0.36901 -5.21889  0.56
37 H -1.13750 0.51501 -3.49089  -0.06
38 H -1.53050 -3.16399 -5.22589  0.30
39 H -0.64550 -2.32199 -3.84189  0.07
40 H -0.42550 -1.70099 -5.54789  0.40
41 C -0.19250 -1.74799 0.55211  0.06
42 S 1.05850 -1.37399 -0.67389  0.30
43 O 0.24850 -0.73899 -1.73989  -0.28
44 C 1.90750 -0.01799 0.09711  0.73
45 H -0.54950 -2.92399 0.36911  -0.05
46 H -0.88450 -0.92299 0.43011  -0.37
47 H 0.22650 -1.99099 1.61411  0.38
48 H 2.30250 -0.19599 1.02811  0.26
49 H 1.22350 0.81501 0.17311  -0.14
50 H 2.68250 0.27901 -0.64789  -0.75
51 C -2.20650 2.32301 4.56611  -0.88
52 S -0.46950 2.15401 4.19711  0.48
53 O 0.22950 1.21801 5.20611  -0.62
54 C -0.57050 1.37001 2.55411  0.26
55 H -2.62150 3.18001 3.99811  0.36
56 H -2.33350 2.54501 5.50111  0.46
57 H -2.99150 1.37301 4.19811  0.05
58 H -1.10350 0.39801 2.73311  0.16
59 H 0.38450 1.12601 2.37611  -0.50
60 H -0.84050 2.01801 1.68411  0.27
61 C -3.97550 3.00501 -0.53089  -0.90
62 S -3.47150 1.87301 -1.84289  0.47
63 O -2.49250 2.76301 -2.58089  -0.50
64 C -2.45450 0.71901 -0.93889  -0.61
65 H -4.52650 2.66801 0.37811  0.35
66 H -4.64650 3.72101 -0.98689  0.39
67 H -3.14450 3.55701 -0.19389  0.13
68 H -2.20650 0.02701 -1.78589  0.06
69 H -3.16650 0.07801 -0.45889  0.68
70 H -1.72650 1.28901 -0.45289  -0.02
71 C 3.23650 2.37001 2.58411  -0.77
72 S 2.89850 3.84301 1.53311  0.65
73 O 3.39650 4.99901 2.45811  -0.74
74 C 4.30850 3.71601 0.45611  -0.50
75 H 3.20050 1.47301 1.84811  0.19
76 H 2.56950 2.13601 3.49811  0.09
77 H 4.21350 2.71101 3.05711  0.47
78 H 5.28050 3.51801 0.97811  0.37
79 H 4.33650 4.68701 -0.10889  0.33
80 H 4.19150 2.89701 -0.28189  -0.20
81 C 4.41450 -0.99099 5.60211  -1.03
82 S 3.01350 -0.39099 4.64811  0.73
83 O 3.30950 -0.67499 3.17411  -0.67
84 C 1.86350 -1.64899 5.21511  -1.29
85 H 5.00850 -0.03299 5.66411  0.31
86 H 5.01050 -1.75899 5.23011  0.34
87 H 4.00750 -1.11899 6.72211  0.33
88 H 1.93450 -2.47399 4.41911  0.29
89 H 0.91750 -1.45799 5.17211  0.52
90 H 2.13050 -1.81799 6.18611  0.45
91 C 1.02350 4.48301 -3.49989  -0.98
92 S 0.13450 3.86501 -2.16189  0.82
93 O 1.25050 3.27701 -1.33089  -0.58
94 C -0.52150 5.29301 -1.40289  -0.99
95 H 1.65550 3.61101 -3.91489  0.22
96 H 1.73850 4.96501 -2.86389  0.37
97 H 0.45250 4.93501 -4.41289  0.30
98 H -0.79050 4.79401 -0.41989  0.18
99 H -1.35650 5.78701 -1.76489  0.43
100 H 0.20550 6.06301 -1.09689  0.32

Calculated values
HOMO level in eV: -8.6
E_LUMO in eV: -0.26
HOMO-LUMO gap in Ha: 0.3053



If we sort the structures by their calculated energies, the order from most to least stable is one), two).